DFT (ωB97M-V with the def2-TZVPD basis set) results for a structure of composition C4H8S2 in a non-equilibrium geometry.

Each line ends with the Mulliken charge.
CARTESIAN COORDINATES (ANGSTROEM)
C 0.026 -1.722 0.656  -1.28
C 0.156 -0.676 -0.417  -0.09
C 0.634 1.381 -1.133  -0.64
C -0.083 0.807 0.047  -0.29
H 0.331 -2.736 0.373  0.35
H -1.072 -1.773 0.873  0.33
H 0.503 -1.575 1.571  0.39
H -0.563 -0.901 -1.152  0.40
H 1.134 2.310 -0.882  0.37
H -0.028 1.431 -1.936  0.33
H 0.623 0.858 0.936  0.32
H -1.571 1.623 1.760  0.15
S 1.743 -0.091 -1.259  -0.12
S -1.833 1.064 0.560  -0.22

Atoms 1-6, force components in eV/Å:
C -1.49 -1.16 -1.11
C 0.75 1.04 1.38
C 1.06 0.68 1.33
C 0.92 -2.58 1.91
H -0.11 0.20 -0.44
H 0.82 -0.05 -0.08

Calculated values
- Spin multiplicity: 1


DFT (ωB97M-V with the def2-TZVPD basis set) results for an isolated molecule of C4H8S2 in a non-equilibrium geometry.

Each line ends with the Mulliken charge.
CARTESIAN COORDINATES (ANGSTROEM)
C -2.322 -0.317 0.333  -0.16
C 1.515 -0.350 -1.067  -1.13
C 0.419 0.865 0.837  -1.13
C 0.404 -0.390 -0.106  0.17
S -3.928 0.030 0.280  -0.21
S -1.183 -0.460 -1.023  -0.04
H -1.722 -0.502 1.228  0.22
H 0.971 0.100 -1.965  0.24
H 2.391 0.275 -0.678  0.26
H 1.997 -1.191 -1.404  0.34
H -0.181 1.612 0.286  0.31
H 1.496 1.009 1.023  0.39
H -0.221 0.605 1.715  0.32
H 0.364 -1.287 0.541  0.41

Atoms 1-6, force components in eV/Å:
C -0.08 0.05 -0.94
C 0.13 3.47 -1.28
C -1.17 -1.56 -0.77
C -1.33 -0.73 2.60
S 1.59 -0.42 0.05
S -0.99 0.18 0.48

Calculated values
- Spin multiplicity: 1
- SMILES: CC(C)SC=S


DFT (ωB97M-V with the def2-TZVPD basis set) results for a structure of composition C4H8S2 in a non-equilibrium geometry.

Each line ends with the Mulliken charge.
CARTESIAN COORDINATES (ANGSTROEM)
C 0.065 1.198 0.715  -0.70
C -0.056 0.137 -0.432  0.00
C -1.432 -0.684 -0.260  -1.00
C 0.975 -0.901 -0.097  0.17
H 0.824 2.051 0.159  0.15
H 0.691 0.354 1.666  0.27
H -1.094 1.598 1.334  0.32
H -0.060 0.492 -1.526  0.38
H -1.428 -1.554 0.552  0.27
H -1.924 -1.203 -1.134  0.33
H -2.069 0.353 0.243  0.15
H 2.273 1.047 -0.908  0.14
S 2.359 -0.610 -0.987  -0.22
S 0.876 -2.275 0.674  -0.25

Atoms 1-6, force components in eV/Å:
C 0.95 -0.37 1.69
C -3.66 -1.77 0.67
C -2.14 2.35 2.68
C 0.05 1.19 -2.20
H -2.26 -1.88 2.63
H -1.80 3.54 -2.54

Calculated values
- Spin multiplicity: 1


DFT (ωB97M-V with the def2-TZVPD basis set) results for an isolated molecule of C4H9B in a non-equilibrium geometry.

Each line ends with the Mulliken charge.
CARTESIAN COORDINATES (ANGSTROEM)
B -0.342 -0.123 0.577  0.29
C 0.607 -0.848 1.517  -0.71
C -0.869 -0.666 1.892  -0.55
C 0.705 0.633 -2.017  -1.08
C -0.502 0.884 -1.109  -0.61
H 0.671 -1.950 1.247  0.22
H 1.256 -0.760 2.271  0.41
H -1.125 -0.045 2.783  0.25
H -1.476 -1.629 1.910  0.22
H 0.718 -0.442 -2.347  0.26
H 0.539 1.281 -2.812  0.42
H 1.592 0.899 -1.526  0.31
H -0.328 2.002 -0.739  0.22
H -1.446 0.763 -1.647  0.36

Atoms 1-6, force components in eV/Å:
B -0.16 2.49 -3.13
C -2.25 -3.08 -2.37
C -2.17 -1.00 0.97
C -1.81 -2.33 0.76
C 1.55 0.24 4.00
H 0.27 1.21 -0.30

Calculated values
- Spin multiplicity: 1
- SMILES: CCB1CC1


DFT (ωB97M-V with the def2-TZVPD basis set) results for an isolated molecule of C4H9BO in a non-equilibrium geometry.

Each line ends with the Mulliken charge.
CARTESIAN COORDINATES (ANGSTROEM)
B 0.563 0.023 0.143  0.07
C 1.979 0.070 -0.337  0.69
C 0.297 -0.693 1.589  -1.02
C 0.072 -1.027 -1.133  -1.26
C -0.039 1.631 -0.257  -1.06
O 2.830 0.239 -1.075  -0.31
H -0.445 -0.266 2.235  0.28
H 1.273 -0.664 2.044  0.34
H 0.107 -1.764 1.370  0.27
H 0.365 -0.666 -2.155  0.35
H -0.977 -1.261 -1.073  0.34
H 0.558 -2.030 -1.111  0.37
H -0.041 1.843 -1.316  0.32
H -1.006 1.308 0.112  0.23
H 0.339 2.504 0.165  0.40

Atoms 1-6, force components in eV/Å:
B -2.08 -0.06 -0.36
C 1.52 0.93 -2.00
C 0.84 -0.38 -1.49
C 1.62 -0.17 -0.69
C 0.25 -3.25 -0.19
O -0.16 -0.36 1.04

Calculated values
- Spin multiplicity: 1


DFT (ωB97M-V with the def2-TZVPD basis set) results for an isolated molecule of C4H9BO in a non-equilibrium geometry.

Each line ends with the Mulliken charge.
CARTESIAN COORDINATES (ANGSTROEM)
B 0.538 -0.074 -0.179  -0.03
C 0.429 0.168 1.335  0.77
C 0.265 -1.438 -0.957  -0.88
C 0.543 1.136 -1.199  -0.98
C -1.084 0.298 1.715  -1.08
O 1.349 0.307 2.105  -0.54
H -0.294 -2.178 -0.286  0.27
H 1.298 -1.819 -1.208  0.28
H -0.201 -1.309 -1.932  0.31
H -0.422 0.987 -1.771  0.36
H 1.246 0.915 -2.032  0.32
H 0.625 2.117 -0.768  0.29
H -1.621 -0.640 1.244  0.24
H -1.256 0.400 2.733  0.33
H -1.415 1.132 1.201  0.33

Atoms 1-6, force components in eV/Å:
B -0.68 -0.10 -2.74
C -0.95 -0.12 0.65
C 0.75 -0.92 1.72
C -0.54 -1.10 -0.63
C 1.20 -3.50 -1.95
O 0.09 0.03 0.47

Calculated values
- Spin multiplicity: 1
- SMILES: CB(C)C(C)=O


DFT (ωB97M-V with the def2-TZVPD basis set) results for a cluster of 2 separate species, C4H9BO2 in total in a non-equilibrium geometry.

Each line ends with the Mulliken charge.
CARTESIAN COORDINATES (ANGSTROEM)
B -1.279 -0.989 0.044  0.63
C -3.028 0.280 -0.093  0.25
C 0.581 1.419 -0.453  -1.27
C 1.693 -0.593 0.589  -1.33
C 0.902 -0.065 -0.609  0.61
O -3.936 0.209 0.581  -0.18
O -0.269 -0.836 -0.818  -0.76
H -2.058 -1.816 -0.272  -0.11
H -1.259 -0.565 1.153  -0.12
H 0.093 1.795 -1.349  0.33
H -0.089 1.565 0.392  0.28
H 1.496 1.981 -0.284  0.41
H 1.841 -1.665 0.488  0.35
H 1.149 -0.403 1.511  0.29
H 2.663 -0.106 0.643  0.42
H 1.500 -0.211 -1.520  0.20

Atoms 1-6, force components in eV/Å:
B 0.34 -0.50 0.21
C -1.10 0.26 0.60
C -0.07 -0.40 -0.20
C -0.25 -0.03 -0.34
C 0.63 0.41 0.24
O 0.55 0.20 -0.64

Calculated values
- Spin multiplicity: 1


DFT (ωB97M-V with the def2-TZVPD basis set) results for an isolated molecule of C4H9Br2P in a non-equilibrium geometry.

Each line ends with the Mulliken charge.
CARTESIAN COORDINATES (ANGSTROEM)
C -0.705 0.254 1.429  -1.44
C -1.185 -0.001 -1.085  -1.50
C 0.753 -1.116 -0.043  -1.78
C -0.170 0.040 0.053  1.20
P 0.873 1.726 -0.219  0.24
Br 2.680 1.247 1.026  -0.20
Br 1.594 1.440 -2.257  -0.16
H 0.126 -0.027 2.127  0.38
H -1.052 1.316 1.576  0.40
H -1.587 -0.452 1.632  0.34
H -2.079 -0.522 -0.699  0.37
H -0.740 -0.644 -1.814  0.46
H -1.357 1.062 -1.407  0.36
H 0.287 -2.139 -0.198  0.34
H 1.245 -1.000 -0.961  0.52
H 1.319 -1.186 0.839  0.46

Atoms 1-6, force components in eV/Å:
C -1.05 -0.44 1.26
C -0.19 0.93 1.23
C -1.68 -2.02 -0.27
C 0.68 1.38 -0.63
P -0.84 -0.91 0.84
Br -0.04 0.19 -0.12

Calculated values
- Spin multiplicity: 1
- SMILES: CC(C)(C)P(Br)Br


Sequential Kohn-Sham gap output: 0.35514 0.31048 0.30635 0.37158 0.38659 0.35157 0.39550 0.34749 hartree
Sequential ΔE to the lowest compared entry with this formula, charge and spin output: 28.6 38.4 139.9 58.8 39.6 37.7 55.6 20.1 kcal/mol